An isolated ion of composition CH9N3PS and charge +1, computed with ωB97M-V/def2-TZVPD.

Calculated values
strongest force on any atom: 0.061 hartree/bohr
lowest unoccupied orbital energy: -4.81 eV
relative energy (zero: lowest compared OMol25 entry of this formula, charge and spin): 61.57 kcal/mol
gap between HOMO and LUMO: 8.4056 eV
charge: +1

Last column: Mulliken charge in e.
Atoms and positions in Å:
C (2.529, 0.576, -0.683)  -0.693
N (-1.302, -0.237, 1.791)  -0.439
N (-1.635, -1.579, -0.394)  -0.438
N (-0.923, 1.076, -0.595)  -0.639
P (-0.725, -0.357, 0.251)  0.834
S (1.813, -0.911, 0.169)  -0.071
H (3.321, 1.001, -0.148)  0.362
H (1.733, 1.221, -0.767)  0.100
H (2.827, 0.370, -1.744)  0.315
H (-1.693, -1.083, 2.207)  0.234
H (-1.362, 0.608, 2.320)  0.240
H (-1.506, -1.551, -1.395)  0.254
H (-2.206, -2.246, 0.079)  0.226
H (-0.769, 1.875, 0.148)  0.356
H (-0.102, 1.235, -1.239)  0.360

***

CH9N5O as an isolated structure, computed with ωB97M-V/def2-TZVPD.

Calculated values
strongest force on any atom: 0.018 hartree/bohr
lowest unoccupied orbital energy: 0.92 eV
relative energy (zero: lowest compared OMol25 entry of this formula, charge and spin): 44.30 kcal/mol
gap between HOMO and LUMO: 9.4236 eV
charge: 0

Last column: Mulliken charge in e.
Atoms and positions in Å:
N (0.001, 0.357, 0.959)  0.060
N (-0.032, -0.817, 1.753)  -0.565
N (1.274, 1.004, 1.015)  -0.714
H (-1.080, 0.893, 0.545)  0.393
H (-0.206, -0.556, 2.721)  0.241
H (0.903, -1.223, 1.735)  0.257
H (1.152, 1.940, 1.393)  0.256
H (1.578, 1.110, 0.044)  0.271
C (-0.624, -0.021, -0.902)  0.663
N (-0.917, -1.374, -0.992)  -0.577
N (0.388, 0.412, -1.768)  -0.524
O (-1.597, 0.816, -0.613)  -0.748
H (0.174, 1.326, -2.142)  0.240
H (-1.538, -1.653, -0.243)  0.286
H (-0.101, -1.973, -1.001)  0.240
H (0.624, -0.240, -2.504)  0.221